(1)
# C18H22N6O7W

A molecular structure, C18H22N6O7W in a non-equilibrium geometry (the ωB97M-V functional and the def2-TZVPD basis, the Open Molecules 2025 dataset).

Properties
**HOMO level (alpha / beta)**: -7.669 / -8.922 eV
**Spin multiplicity**: 3
**Gap between HOMO and LUMO (alpha / beta)**: 7.4031 / 8.3926 eV
**<S²>**: 2.01
**E**: -1621.520564 Eh

Each line ends with the Löwdin charge.
Atoms and positions in Å:
1 W -0.270 0.233 -0.301  1.786
2 O 1.900 0.657 2.970  0.118
3 C 1.227 -0.112 2.332  -0.551
4 O 0.105 0.250 1.709  -0.197
5 C 1.611 -1.584 2.277  -0.083
6 C 0.493 -2.535 2.770  -0.242
7 C 1.148 -3.827 3.263  -0.097
8 C 1.611 -4.441 1.916  -0.088
9 C 1.010 -3.451 0.905  -0.260
10 O -0.161 -2.968 1.568  -0.057
11 C 1.870 -2.192 0.855  -0.091
12 C 1.455 -1.224 -0.206  -0.619
13 O 1.890 -0.039 -0.208  -0.029
14 O 0.574 -1.541 -1.087  -0.075
15 H 2.486 -1.678 2.913  0.153
16 H -0.231 -2.077 3.439  0.165
17 H 0.413 -4.462 3.754  0.114
18 H 1.965 -3.641 3.960  0.116
19 H 1.196 -5.436 1.765  0.112
20 H 2.696 -4.512 1.826  0.116
21 H 0.748 -3.860 -0.065  0.157
22 H 2.928 -2.401 0.677  0.171
23 C 1.605 1.366 -4.941  0.015
24 N 0.371 0.815 -4.376  -0.028
25 C -0.525 0.116 -5.111  -0.039
26 C -1.603 -0.490 -4.588  0.017
27 C -1.770 -0.407 -3.155  -0.337
28 N -0.909 0.298 -2.446  0.053
29 C 0.171 0.925 -3.000  -0.497
30 O 0.954 1.508 -2.273  0.048
31 N -2.785 -1.014 -2.549  0.207
32 H 1.420 1.639 -5.976  0.095
33 H 2.405 0.631 -4.880  0.104
34 H 1.884 2.246 -4.371  0.098
35 H -0.316 0.075 -6.174  0.140
36 H -2.301 -1.028 -5.208  0.113
37 H -3.291 -1.729 -3.041  0.122
38 H -2.752 -1.065 -1.529  0.089
39 N -0.869 2.162 -0.107  0.008
40 C -1.152 3.278 -0.351  -0.282
41 N -1.505 4.461 -0.506  0.102
42 C -1.484 5.254 -1.554  -0.382
43 N -1.499 6.000 -2.437  0.093
44 C -3.835 0.736 0.929  -0.044
45 C -2.804 -0.320 1.257  -0.484
46 C -3.417 -1.666 1.583  -0.043
47 O -1.942 -0.509 0.114  -0.378
48 H -4.450 0.932 1.809  0.089
49 H -4.494 0.395 0.125  0.082
50 H -3.368 1.672 0.626  0.061
51 H -2.178 0.015 2.085  0.125
52 H -4.149 -1.951 0.821  0.080
53 H -3.936 -1.618 2.543  0.087
54 H -2.644 -2.431 1.636  0.068



(2)
# C18H22NO

A gas-phase ion, C18H22NO (charge +1) in a non-equilibrium geometry (the ωB97M-V functional and the def2-TZVPD basis, the Open Molecules 2025 dataset).

Properties
**HOMO level**: -12.345 eV
**Spin multiplicity**: 1
**Gap between HOMO and LUMO**: 9.2134 eV
**SMILES**: OC[C@@H]1CCC[N@@H+]1C(c1ccccc1)c1ccccc1
**Total charge**: +1
**E**: -828.780355 Eh

Each line ends with the Löwdin charge.
Atoms and positions in Å:
1 O 2.128 1.929 -0.776  -0.061
2 C 1.703 1.749 -2.079  -0.231
3 C 0.751 0.551 -2.076  -0.225
4 C -0.014 0.583 -3.449  -0.121
5 C -1.367 -0.051 -3.190  -0.148
6 C -1.596 -0.078 -1.661  -0.087
7 N -0.252 0.261 -1.028  0.022
8 C -0.056 0.498 0.734  -0.037
9 C -1.320 0.033 1.376  -0.208
10 C -2.417 0.892 1.271  -0.047
11 C -3.695 0.429 1.574  -0.063
12 C -3.931 -0.892 1.942  -0.061
13 C -2.824 -1.684 2.188  -0.059
14 C -1.514 -1.227 1.956  -0.007
15 C 1.222 -0.102 1.255  -0.220
16 C 2.105 0.716 1.953  -0.033
17 C 3.341 0.237 2.420  -0.049
18 C 3.690 -1.111 2.225  -0.064
19 C 2.724 -1.976 1.703  -0.059
20 C 1.509 -1.473 1.194  -0.057
21 H 2.847 2.614 -0.771  0.140
22 H 1.323 2.706 -2.532  0.143
23 H 2.525 1.409 -2.693  0.129
24 H 1.434 -0.378 -2.074  0.183
25 H -0.130 1.586 -3.922  0.128
26 H 0.555 0.026 -4.203  0.125
27 H -2.194 0.414 -3.760  0.129
28 H -1.401 -1.106 -3.456  0.113
29 H -2.367 0.654 -1.361  0.121
30 H -1.853 -1.077 -1.248  0.141
31 H 0.026 -0.693 -0.734  0.124
32 H 0.077 1.568 0.477  0.144
33 H -2.313 1.905 0.849  0.132
34 H -4.572 1.048 1.395  0.114
35 H -4.934 -1.303 2.125  0.124
36 H -2.937 -2.736 2.472  0.117
37 H -0.669 -1.907 2.110  0.105
38 H 1.875 1.779 2.066  0.126
39 H 4.080 0.926 2.863  0.119
40 H 4.667 -1.507 2.570  0.122
41 H 2.956 -3.054 1.604  0.120
42 H 0.818 -2.158 0.692  0.113



(3)
# C18H23AsF6N3O5PtS4

A molecular structure, C18H23AsF6N3O5PtS4 (the ωB97M-V functional and the def2-TZVPD basis, the Open Molecules 2025 dataset).

Properties
**HOMO level**: -4.720 eV
**Spin multiplicity**: 1
**Gap between HOMO and LUMO**: 7.1895 eV
**Total charge**: -1
**E**: -5787.368876 Eh

Each line ends with the Löwdin charge.
Atoms and positions in Å:
1 Pt -0.717 -0.813 -1.357  0.887
2 C 3.223 1.107 -1.648  -0.105
3 O 3.154 0.224 -0.526  -0.248
4 C 2.332 -0.830 -0.521  -1.249
5 S 2.239 -1.697 0.874  0.598
6 S 1.460 -1.195 -2.006  0.554
7 H 3.992 1.830 -1.380  0.086
8 H 2.270 1.613 -1.799  0.069
9 H 3.494 0.574 -2.557  0.065
10 C -1.724 -1.217 1.953  -0.188
11 As -3.047 -0.486 0.786  1.024
12 C -3.639 1.204 1.477  -0.191
13 C -4.599 -1.614 0.883  -0.193
14 O -2.672 -0.323 -0.840  -0.608
15 H -2.146 -1.218 2.959  0.047
16 H -0.838 -0.589 1.918  0.021
17 H -1.489 -2.221 1.608  0.017
18 H -4.209 1.040 2.392  0.041
19 H -4.271 1.667 0.720  0.045
20 H -2.788 1.846 1.685  -0.010
21 H -4.922 -1.733 1.917  0.038
22 H -4.339 -2.575 0.455  0.020
23 H -5.392 -1.157 0.293  0.040
24 N 5.583 3.154 2.037  0.087
25 C 4.192 3.107 1.903  -0.329
26 C 3.480 1.998 2.364  -0.030
27 C 2.106 1.953 2.250  -0.059
28 C 1.422 3.023 1.686  -0.287
29 C 2.116 4.132 1.228  -0.064
30 C 3.497 4.176 1.340  -0.042
31 S -0.328 2.911 1.490  0.540
32 O -0.784 4.223 1.069  -0.382
33 O -0.867 2.385 2.721  -0.329
34 N -0.561 1.794 0.373  -0.126
35 C -0.497 2.085 -0.923  -0.688
36 S -0.485 3.683 -1.651  1.043
37 C -0.418 2.981 -3.230  -0.418
38 C -0.427 1.641 -3.140  -0.268
39 N -0.459 1.135 -1.866  -0.215
40 H 6.024 2.252 2.109  0.082
41 H 6.049 3.752 1.375  0.078
42 H 4.010 1.149 2.778  0.113
43 H 1.565 1.073 2.574  0.105
44 H 1.567 4.958 0.797  0.104
45 H 4.042 5.045 0.989  0.104
46 H -0.373 3.584 -4.121  0.052
47 H -0.374 0.946 -3.963  0.105
48 C 0.289 -4.274 -1.687  -0.028
49 C -1.071 -3.875 -1.110  -0.471
50 O -1.119 -2.632 -0.552  -0.356
51 C -2.144 -4.037 -2.220  -0.555
52 F -3.400 -3.940 -1.743  0.140
53 F -2.067 -5.224 -2.864  0.127
54 F -2.005 -3.092 -3.158  0.133
55 C -1.385 -4.869 0.042  -0.554
56 F -0.358 -4.926 0.904  0.146
57 F -2.463 -4.533 0.768  0.136
58 F -1.599 -6.130 -0.390  0.136
59 H 0.493 -3.673 -2.569  0.046
60 H 0.320 -5.333 -1.948  0.092
61 H 1.054 -4.040 -0.949  0.068